{
  "formula": "C9H7N3OS",
  "method": "ωB97M-V with the def2-TZVPD basis set",
  "species": ["S", "O", "N", "N", "N", "C", "C", "C", "C", "C", "C", "C", "C", "C", "H", "H", "H", "H", "H", "H", "H"],
  "coordinates": [[-1.27424, -2.78665, 1.18632], [1.38043, -1.40766, 1.68605], [2.15861, 1.97211, -1.01622], [2.09993, 0.45993, -2.72882], [1.53104, 0.85803, -0.63655], [0.96384, 0.64265, 0.64793], [-0.77088, -1.13018, 0.84922], [1.47387, -0.05342, -1.68890], [0.57367, -0.68587, 1.08787], [2.51038, 1.71310, -2.25251], [-2.93357, -2.37280, 0.67651], [-3.05184, -1.07634, 0.29060], [-1.77652, -0.36198, 0.32821], [0.85374, 1.67292, 1.54783], [0.42702, 1.54347, 2.54608], [-3.98989, -0.61283, -0.01211], [1.19953, 2.64912, 1.22891], [3.11680, 2.39431, -2.84008], [0.97195, -1.03737, -1.62413], [-3.76689, -3.06011, 0.68553], [-1.69700, 0.67956, 0.03824]],
  "forces_ev_per_angstrom": [[-1.35, 1.22, -0.52], [-0.84, 0.95, -0.80], [0.38, 0.10, -0.17], [0.01, 0.80, 0.90], [-1.14, -2.33, -0.38], [0.45, 4.12, 1.61], [-1.25, -0.45, -0.57], [0.49, 0.99, 0.32], [1.47, -2.76, 1.04], [-0.31, -1.16, -0.42], [1.10, 0.19, 0.29], [1.18, 0.59, -0.17], [-1.51, -0.81, 0.38], [0.14, -1.41, -1.64], [0.23, -0.13, -0.49], [0.29, -0.20, 0.00], [-0.06, -0.01, 0.19], [-0.30, -0.13, 0.12], [0.47, 0.86, 0.01], [0.32, -0.30, 0.17], [0.23, -0.13, 0.11]],
  "smiles": "C=C(C(=O)c1cccs1)n1cncn1",
  "multiplicity": 1,
  "e_above_lowest_kj_mol": 219.2,
  "total_energy_ev": -26797.8040,
  "largest_force_ev_per_a": 4.45,
  "orbital_gap_ev": 8.7208,
  "lumo_energy_ev": -0.60,
  "homo_energy_ev": -9.32
}


{
  "formula": "C5H12N2O",
  "method": "ωB97M-V with the def2-TZVPD basis set",
  "species": ["O", "N", "N", "C", "C", "C", "C", "C", "H", "H", "H", "H", "H", "H", "H", "H", "H", "H", "H", "H"],
  "coordinates": [[1.25141, 2.04259, 1.22092], [-0.23942, -1.41379, -0.55763], [1.37969, -2.39847, 1.02384], [0.07035, -2.52074, 0.36114], [0.81111, 2.44779, 0.09227], [-0.89362, 0.86736, -0.94119], [-0.77088, -0.18235, 0.17232], [-0.60010, 2.32428, -0.37485], [0.02463, -3.44752, -0.20651], [-0.24987, 0.64986, -1.77920], [1.47379, -1.48808, 1.45234], [2.17880, -2.55364, 0.42698], [-0.68037, -2.60161, 1.15238], [-0.76377, 2.94611, -1.26838], [0.67548, -1.07264, -0.84093], [-1.80320, -0.28762, 0.48307], [-1.95395, 0.83198, -1.26563], [1.40468, 3.18852, -0.47694], [-1.32731, 2.57036, 0.43320], [0.01254, 0.09760, 0.89281]],
  "forces_ev_per_angstrom": [[-0.14, -0.41, 0.67], [-0.82, 0.10, 1.23], [-0.40, -0.54, 0.39], [0.61, 0.54, -0.09], [0.45, 0.70, -0.75], [-0.99, 1.36, 1.68], [1.40, -0.59, -2.21], [-0.05, -1.34, -0.89], [0.27, -0.23, 0.04], [0.29, 0.08, -0.19], [0.03, 0.13, 0.01], [-0.19, 0.07, -0.28], [-0.10, 0.20, -0.16], [-0.01, 0.42, 0.41], [-0.08, -0.11, -0.43], [0.19, -0.67, 0.93], [0.34, 0.01, -0.34], [0.05, 0.03, -0.01], [0.03, -0.14, -0.30], [-0.89, 0.38, 0.31]],
  "multiplicity": 2,
  "total_charge": -1,
  "e_above_lowest_kj_mol": 100.4,
  "total_energy_ev": -10405.4640,
  "largest_force_ev_per_a": 2.68,
  "orbital_gap_ev": [3.8191, 7.3096],
  "lumo_energy_ev": [4.02, 3.99],
  "homo_energy_ev": [0.20, -3.32]
}


{
  "formula": "C3H10NS2",
  "method": "ωB97M-V with the def2-TZVPD basis set",
  "species": ["S", "S", "N", "C", "C", "C", "H", "H", "H", "H", "H", "H", "H", "H", "H", "H"],
  "coordinates": [[-0.63837, 0.97503, 1.48142], [-2.06814, 0.78695, 0.12834], [0.50015, 0.85376, -1.10884], [0.97709, 0.76807, 0.27180], [-2.36268, -1.09847, 0.33350], [1.87039, -0.42251, 0.37833], [0.97478, 0.17701, -1.77001], [1.62367, 1.76423, 0.58577], [-2.46190, -1.44678, 1.35394], [-1.45963, -1.49319, -0.14758], [1.32749, -1.33675, 0.26438], [2.71715, -0.40376, -0.41628], [2.15297, -0.40236, 1.40831], [0.71809, 1.86071, -1.55071], [-0.54845, 0.77279, -1.07376], [-3.32262, -1.35473, -0.13862]],
  "forces_ev_per_angstrom": [[-0.57, 0.00, 4.11], [-1.75, -1.27, -1.09], [1.72, 3.09, -2.98], [3.24, 2.54, -1.53], [0.18, 0.57, -0.35], [0.48, 0.27, -0.51], [-0.83, 0.62, 0.79], [-1.79, -2.33, -0.95], [0.32, 0.46, 0.43], [-0.69, -0.38, 0.09], [-0.45, -0.76, -0.32], [-1.04, 0.06, 1.69], [1.22, -0.35, 0.52], [-0.71, -2.64, 1.03], [0.11, -0.26, -0.59], [0.57, 0.38, -0.34]],
  "multiplicity": 3,
  "total_charge": 1,
  "e_above_lowest_kj_mol": 70.5,
  "total_energy_ev": -26421.6607,
  "largest_force_ev_per_a": 4.62,
  "orbital_gap_ev": [5.8448, 6.6643],
  "lumo_energy_ev": [-3.31, -7.24],
  "homo_energy_ev": [-9.16, -13.91]
}


{
  "formula": "C5H5N3",
  "method": "ωB97M-V with the def2-TZVPD basis set",
  "species": ["N", "N", "N", "C", "C", "C", "C", "C", "H", "H", "H", "H", "H"],
  "coordinates": [[-3.02697, 0.63121, -0.22895], [-0.45404, -1.70643, -0.92235], [2.96220, 1.87562, 0.64834], [-0.43687, 1.08039, 0.70788], [-1.89702, 0.75387, 0.06090], [0.72967, -0.97139, -0.55451], [0.83096, 0.32873, 0.12353], [2.03482, 1.14258, 0.18446], [-1.58605, -1.58065, -0.83802], [-0.05478, -2.67513, -1.30925], [-0.50642, 0.65543, 1.74665], [-0.46032, 2.31313, 0.83920], [1.86482, -1.84736, -0.45788]],
  "forces_ev_per_angstrom": [[2.78, 0.07, 0.48], [1.53, -1.97, -0.40], [-6.98, -5.47, -4.06], [-1.97, 0.78, 0.02], [0.33, 0.54, 0.73], [0.74, -0.05, 2.60], [-1.14, -1.58, -2.56], [6.00, 4.05, 4.56], [4.26, 0.19, -0.10], [-2.14, 2.91, 1.21], [-0.27, 0.63, -0.85], [0.60, -3.45, -0.73], [-3.73, 3.34, -0.89]],
  "multiplicity": 1,
  "e_above_lowest_kj_mol": 453.9,
  "total_energy_ev": -9730.7844,
  "largest_force_ev_per_a": 9.76,
  "orbital_gap_ev": 8.5070,
  "lumo_energy_ev": -0.28,
  "homo_energy_ev": -8.79
}


{
  "formula": "C4H12N2",
  "method": "ωB97M-V with the def2-TZVPD basis set",
  "species": ["N", "N", "C", "C", "C", "C", "H", "H", "H", "H", "H", "H", "H", "H", "H", "H", "H", "H"],
  "coordinates": [[-1.59865, 0.43351, -0.45324], [0.47981, -2.44856, 1.03657], [0.51694, 0.10643, 0.76873], [0.24174, 1.63053, -1.64093], [-0.15696, 0.43733, -0.71927], [0.08859, -1.15506, 1.61286], [-0.07606, -0.55315, -1.30217], [1.38046, -2.54819, 1.53382], [-2.02765, 1.07950, 0.14147], [1.19978, 1.36183, -2.24057], [-0.95825, -0.91795, 1.71808], [0.32856, 2.79389, -1.30393], [-0.54781, 1.59507, -2.49512], [0.28740, 1.06748, 1.13621], [0.86836, -2.32948, 0.07162], [-2.19791, -0.02983, -1.10672], [1.61107, 0.28341, 0.61067], [0.56057, -0.80673, 2.63190]],
  "forces_ev_per_angstrom": [[0.63, -1.10, -0.51], [1.58, 0.42, 0.51], [1.26, 0.88, -3.45], [0.78, 0.79, -1.85], [-1.12, -2.46, 1.18], [0.85, 4.08, -0.43], [0.45, 1.69, 0.30], [-0.30, -0.79, -0.20], [-0.38, 1.08, 0.68], [-1.04, 0.55, 1.20], [-0.64, -1.01, 0.15], [-0.31, -3.08, -0.21], [1.03, 0.27, 1.46], [-0.70, 0.96, 1.86], [-0.94, 0.25, 0.84], [-0.14, 0.09, -0.23], [-0.40, -0.97, 0.24], [-0.60, -1.65, -1.55]],
  "multiplicity": 2,
  "total_charge": -1,
  "e_above_lowest_kj_mol": 213.0,
  "total_energy_ev": -7319.1139,
  "largest_force_ev_per_a": 4.19,
  "orbital_gap_ev": [2.9179, 9.3533],
  "lumo_energy_ev": [4.38, 4.33],
  "homo_energy_ev": [1.46, -5.02]
}


{
  "formula": "C6H2NO3",
  "method": "ωB97M-V with the def2-TZVPD basis set",
  "species": ["O", "O", "O", "N", "C", "C", "C", "C", "C", "C", "H", "H"],
  "coordinates": [[-0.83846, 1.62673, 0.11620], [1.85593, -1.92996, -0.99016], [1.08184, -2.16402, 1.11363], [2.58616, 2.23139, 0.02696], [-1.30642, -0.57607, -0.09655], [1.14627, -1.68086, -0.02399], [0.36121, 1.03109, 0.00930], [1.56907, 1.68378, 0.02331], [-1.79813, 0.70546, 0.04938], [0.08004, -0.56087, -0.15585], [-1.93176, -1.45012, -0.16604], [-2.80575, 1.08346, 0.09380]],
  "forces_ev_per_angstrom": [[-0.07, 0.59, 0.02], [0.40, -0.05, -0.69], [0.07, -0.36, 0.49], [0.07, 0.04, 0.02], [-0.60, 0.50, -0.10], [-0.79, 0.42, 0.16], [-1.60, -7.16, -0.84], [0.72, 0.92, 0.06], [0.09, -0.59, -0.15], [1.70, 5.75, 0.91], [-0.01, -0.08, 0.06], [0.02, 0.01, 0.05]],
  "smiles": "N#Cc1occc1C(=O)[O-]",
  "multiplicity": 1,
  "total_charge": -1,
  "e_above_lowest_kj_mol": 0.0,
  "total_energy_ev": -13886.6322,
  "largest_force_ev_per_a": 7.38,
  "orbital_gap_ev": 7.8860,
  "lumo_energy_ev": 3.43,
  "homo_energy_ev": -4.45
}


{
  "formula": "C12H17Cl2NRuS",
  "method": "ωB97M-V with the def2-TZVPD basis set",
  "species": ["Ru", "Cl", "Cl", "S", "N", "C", "C", "C", "C", "C", "C", "C", "C", "C", "C", "C", "C", "H", "H", "H", "H", "H", "H", "H", "H", "H", "H", "H", "H", "H", "H", "H", "H", "H"],
  "coordinates": [[0.05908, -0.88663, -0.61963], [-0.64620, -0.49492, -2.81394], [-0.81097, -3.03991, -0.60178], [0.36619, -0.89142, 1.65682], [-0.64792, -3.07692, 2.64824], [-0.89726, -1.74761, 2.42038], [0.72316, 2.28084, -0.49139], [-3.06165, -2.02619, 3.41063], [1.43776, 0.70329, -0.73217], [2.19408, 1.59929, -3.05153], [0.96602, 2.49616, -2.95723], [2.31540, 0.54072, -1.92950], [0.92019, 3.24550, -1.64156], [-2.79435, -3.39246, 3.58118], [-2.09706, -1.19643, 2.84549], [-1.57656, -3.91437, 3.18778], [-0.52407, 1.62283, -0.29365], [1.86310, 3.77758, -1.47070], [-1.25041, 1.49448, -1.10256], [2.17128, -0.46676, -2.34154], [-2.22916, -0.12510, 2.69461], [3.09938, 2.22203, -3.01049], [1.20136, 2.60670, 0.44349], [0.07974, 1.85840, -3.04093], [0.23256, -3.45812, 2.29345], [3.34387, 0.58047, -1.53721], [-0.88013, 1.42721, 0.72442], [0.96203, 3.18825, -3.80752], [2.21191, 1.10240, -4.03185], [0.11850, 3.99236, -1.65141], [1.99066, 0.60475, 0.21536], [-1.28816, -4.95773, 3.26678], [-4.01795, -1.61359, 3.71446], [-3.53442, -4.05511, 4.02350]],
  "forces_ev_per_angstrom": [[0.05, -0.39, -0.55], [-0.11, -0.15, -0.44], [-0.20, -0.65, -0.03], [1.22, 0.95, 0.46], [1.45, -0.89, -0.25], [-1.28, 0.83, 0.37], [1.80, -2.25, 0.12], [-1.02, 0.51, 0.48], [-0.28, 1.36, 1.23], [0.26, -0.10, -0.10], [-0.04, -0.17, -0.34], [1.01, -0.07, -0.57], [0.18, -0.12, 0.12], [1.04, -1.21, -0.20], [1.43, -0.18, -0.71], [-1.66, -0.10, 0.69], [-3.28, 1.66, 0.91], [0.00, 0.08, -0.17], [0.41, 0.12, 0.25], [0.15, 0.29, -0.05], [-0.12, -0.35, 0.01], [-0.16, 0.08, -0.09], [-0.34, 0.16, -0.32], [0.06, 0.24, -0.07], [-0.75, 0.38, 0.09], [-0.01, -0.15, -0.32], [0.19, 0.03, -0.53], [-0.02, -0.01, 0.09], [-0.05, 0.07, 0.23], [0.01, -0.07, 0.11], [0.00, -0.11, -0.35], [-0.19, 0.18, 0.04], [0.10, -0.08, 0.01], [0.15, 0.09, -0.12]],
  "multiplicity": 6,
  "total_charge": -1,
  "e_above_lowest_kj_mol": 0.0,
  "total_energy_ev": -52670.6255,
  "largest_force_ev_per_a": 3.79,
  "orbital_gap_ev": [5.1296, 7.4577],
  "lumo_energy_ev": [3.12, 2.41],
  "homo_energy_ev": [-2.01, -5.04]
}